32
Properties=species:S:1:pos:R:3 method="wB97M-V/def2-TZVPD" spin_multiplicity=1 total_energy_ev=-18745.3914 max_force_ev_per_a=5.71 total_charge=0 lumo_ev=0.4 homo_lumo_gap_ev=10.20 de_lowest_kj_mol=349.74
C -1.330 -0.641 1.897
C -2.355 -1.050 0.861
C -2.379 0.015 -0.411
C -3.069 -0.729 -1.478
C -1.055 0.769 -0.697
N 0.210 0.087 -0.744
C 1.280 0.024 0.172
O 1.325 -0.024 1.358
C 2.686 -0.210 -0.568
C 3.665 -0.988 0.356
N 3.192 1.180 -0.736
C -0.877 2.010 0.263
O -1.775 2.509 0.800
O 0.304 2.576 0.328
H -1.236 -1.532 2.564
H -0.378 -0.385 1.548
H -1.754 0.138 2.398
H -2.031 -2.022 0.491
H -3.382 -0.985 1.174
H -3.175 0.749 -0.160
H -2.502 -1.630 -1.657
H -2.880 -0.135 -2.449
H -4.082 -0.949 -1.475
H -1.270 1.190 -1.676
H 0.033 -0.534 -1.554
H 2.612 -0.637 -1.529
H 3.260 -2.016 0.701
H 3.783 -0.338 1.201
H 4.567 -1.183 -0.242
H 3.304 1.411 0.263
H 4.166 1.275 -1.061
H 1.142 2.055 0.063